ORCA calculation (the ωB97M-V functional and the def2-TZVPD basis) on a molecular structure, C35H21ClN6O3RhS2.

XYZ file:
```
69
Properties=species:S:1:pos:R:3:nbo_charge:R:1
Rh 0.260 -0.135 0.031 0.849
Cl 5.405 -0.921 5.028 0.088
C 3.968 -0.674 4.134 0.065
C 2.890 -0.024 4.755 -0.298
C 1.759 0.157 4.006 -0.174
C 1.659 -0.268 2.653 0.333
O 0.557 -0.024 2.051 -0.578
C 2.785 -0.965 2.020 0.016
C 2.818 -1.478 0.698 -0.095
N 1.831 -1.361 -0.203 -0.458
C 1.970 -1.853 -1.485 0.116
C 2.889 -2.794 -1.917 -0.242
C 2.943 -3.168 -3.273 -0.169
C 2.114 -2.613 -4.209 -0.217
C 1.162 -1.641 -3.809 -0.094
C 0.289 -0.981 -4.706 -0.099
C -0.582 -0.033 -4.246 -0.263
C -0.606 0.253 -2.871 0.057
N 0.181 -0.358 -2.010 -0.424
C 1.083 -1.288 -2.454 0.210
C 3.918 -1.132 2.820 -0.276
H 2.969 0.304 5.780 0.244
H 0.886 0.646 4.415 0.233
H 3.748 -1.934 0.384 0.193
H 3.555 -3.269 -1.212 0.224
H 3.664 -3.915 -3.574 0.229
H 2.172 -2.900 -5.249 0.226
H 0.325 -1.233 -5.758 0.231
H -1.252 0.493 -4.908 0.239
H -1.285 0.990 -2.459 0.214
H 4.786 -1.638 2.419 0.232
S 0.732 6.510 3.535 0.969
N 1.857 5.734 2.677 -0.605
C 1.252 4.724 2.068 0.177
C 1.884 3.756 1.189 -0.128
C 3.243 3.796 0.860 -0.109
C 3.749 2.848 -0.004 -0.235
C 2.882 1.881 -0.516 0.071
N 1.598 1.836 -0.208 -0.471
C 1.095 2.746 0.639 0.234
C -0.350 2.647 0.958 0.268
N -1.050 1.612 0.445 -0.472
C -2.348 1.530 0.706 0.080
C -3.033 2.460 1.487 -0.240
C -2.325 3.505 2.036 -0.096
C -0.958 3.603 1.770 -0.105
C -0.131 4.657 2.337 0.090
N -0.556 5.617 3.146 -0.588
H 3.868 4.569 1.287 0.247
H 4.791 2.845 -0.285 0.239
H 3.242 1.117 -1.193 0.211
H -2.865 0.680 0.286 0.212
H -4.092 2.337 1.660 0.242
H -2.797 4.245 2.667 0.249
O -7.300 -3.973 -1.756 -0.644
C -6.510 -2.938 -2.083 0.762
O -6.833 -2.170 -2.942 -0.536
C -5.205 -2.789 -1.344 -0.112
C -4.321 -1.831 -1.849 -0.184
C -3.108 -1.618 -1.239 -0.126
C -2.743 -2.352 -0.094 -0.282
S -1.245 -2.117 0.694 0.227
C -3.638 -3.320 0.403 -0.146
C -4.854 -3.528 -0.216 -0.207
H -6.888 -4.543 -1.100 0.484
H -4.618 -1.275 -2.727 0.253
H -2.407 -0.890 -1.641 0.207
H -3.360 -3.889 1.278 0.237
H -5.520 -4.266 0.214 0.214
```

Output
- Total charge: +1
- ΔE to the lowest compared entry with this formula, charge and spin: 0.00 kJ/mol
- 2S+1: 5
- DFT total energy: -88915.18492 eV
- Frontier orbital gap (spin up / spin down): 5.01 / 5.36 eV
- <S²>: 6.066
- F_max: 0.008 hartree/bohr